ORCA calculation (ωB97M-V/def2-TZVPD) on the molecule C4H3FOS.

Geometry (Å):
F1 2.58 -0.72 -0.15
C1 1.37 -0.20 -0.07
C2 1.00 1.08 -0.04
O1 -0.40 1.14 -0.20
C3 -0.85 -0.14 -0.14
S1 -2.56 -0.37 -0.17
C4 0.16 -1.02 0.00
H1 1.53 1.99 -0.03
H2 -3.02 0.32 0.89
H3 0.18 -2.09 -0.09

Results
SMILES: Fc1coc(S)c1
LUMO level, eV: 0.695
Highest occupied orbital energy, eV: -9.02
Strongest force on any atom, eV/Å: 2.334

Results of the Mulliken charge analysis, in e, for atoms 1 through 4: number 1, F, carries -0.279; number 2, C, carries 0.574; number 3, C, carries -0.447; number 4, O, carries -0.281